(1)
Here is an isolated molecule of C4H8O4 in a non-equilibrium geometry from OMol25. Energies are from ωB97M-V with the def2-TZVPD basis set.

Element x y z (Å)
C  0.518  -0.092  -0.771
C  -1.881  -0.134  -0.412
C  -1.485  -0.901  0.881
C  0.548  0.444  0.627
H  1.563  0.355  -2.463
H  0.930  -1.112  -0.815
H  -2.654  -0.652  -0.983
H  -2.214  0.930  -0.135
H  -1.252  -1.983  0.630
H  -2.211  -0.837  1.804
H  0.229  1.491  0.735
H  1.874  -0.231  1.870
O  1.356  0.730  -1.556
O  -0.739  -0.031  -1.304
O  -0.277  -0.307  1.444
O  1.851  0.376  1.091

Atomic forces in eV per Å
C 1.49 0.46 -1.18
C 0.58 1.16 0.95
C 0.21 -0.10 0.96
C 0.22 0.62 0.24
H -0.68 0.33 1.84
H -0.20 -0.04 0.38
H 0.00 0.14 0.24
H 0.31 -1.51 -0.42
H -0.43 1.13 0.32
H 0.94 -0.23 -2.28
H 0.06 0.04 -0.74
H -0.16 0.65 -0.87
O 0.38 -0.26 -1.17
O -2.34 -0.44 -0.27
O -1.03 -1.12 0.67
O 0.66 -0.83 1.34

Max |F| (Eh/bohr): 0.0482
Frontier orbital gap (eV): 10.48
SMILES: O[C@@H]1OCCO[C@H]1O
DFT total energy (eV): -12466.0635

=====

(2)
Here is a cluster of 9 separate species, C26H54N2O25S3 in total in a non-equilibrium geometry from OMol25. Energies are from ωB97M-V with the def2-TZVPD basis set.

Element x y z (Å)
C  23.674  27.967  9.246
N  24.026  29.070  10.296
C  24.753  28.375  11.372
C  24.773  30.072  9.514
C  22.815  29.727  10.820
C  22.882  30.909  11.859
O  21.742  31.448  12.233
H  22.997  27.195  9.724
H  24.590  27.574  8.831
H  23.434  28.197  8.291
H  24.077  27.656  11.914
H  25.001  28.946  12.176
H  25.673  28.097  11.057
H  25.743  29.685  9.244
H  25.319  30.823  9.979
H  24.232  30.625  8.550
H  22.319  28.914  11.556
H  22.162  30.260  10.072
H  23.752  31.568  11.381
H  23.585  30.480  12.774
H  21.113  30.927  12.950
N  20.249  28.718  8.128
O  20.966  29.682  7.900
O  19.069  28.778  7.607
O  20.718  27.582  8.461
O  23.820  26.616  6.398
S  22.929  25.757  5.682
O  22.040  26.305  4.649
O  23.836  24.820  4.779
C  24.804  25.398  3.958
C  25.757  24.291  3.354
C  22.040  24.542  6.586
H  25.281  26.252  4.353
H  24.206  25.839  3.080
H  25.223  23.687  2.501
H  26.230  23.576  4.095
H  26.617  24.743  2.728
H  21.545  24.939  7.491
H  22.611  23.779  6.995
H  21.486  24.000  5.789
O  20.102  28.931  12.326
S  20.032  27.592  12.837
O  21.045  26.852  13.478
O  18.884  27.754  13.964
C  19.376  28.255  15.255
C  18.166  28.338  16.188
C  19.258  26.611  11.505
H  19.677  29.380  15.196
H  20.243  27.678  15.492
H  18.064  27.408  16.880
H  17.270  28.361  15.671
H  18.294  29.207  16.793
H  18.315  26.813  11.079
H  19.456  25.706  12.121
H  20.051  26.853  10.733
O  13.386  24.236  9.230
S  13.937  24.401  7.872
O  13.125  25.027  6.853
O  15.173  25.456  8.085
C  14.855  26.754  8.643
C  16.186  27.427  9.229
C  14.574  22.932  7.335
H  14.295  26.403  9.553
H  14.378  27.631  7.906
H  17.194  27.313  8.603
H  16.441  27.111  10.166
H  15.955  28.446  9.177
H  13.718  22.016  7.246
H  15.228  22.547  8.080
H  15.137  23.052  6.464
C  17.732  26.970  5.213
C  19.007  26.189  5.477
O  18.820  24.894  5.028
C  17.537  24.637  4.857
O  16.991  23.537  4.622
O  16.812  25.824  4.886
H  17.791  27.783  4.464
H  17.530  27.562  6.148
H  19.328  26.127  6.637
H  19.854  26.777  4.813
C  21.516  30.370  4.090
C  20.084  29.892  4.562
O  19.480  29.521  3.285
C  20.209  29.939  2.307
O  19.905  29.695  1.155
O  21.465  30.279  2.679
H  22.302  29.603  4.354
H  21.587  31.384  4.380
H  19.624  30.738  5.068
H  20.197  28.983  5.101
C  17.193  31.641  10.502
C  18.625  31.384  9.974
O  18.927  32.645  9.367
C  18.218  33.526  9.767
O  18.323  34.744  9.454
O  17.243  33.073  10.484
H  16.895  31.181  11.400
H  16.587  31.448  9.850
H  18.710  30.491  9.407
H  19.224  31.451  10.856
C  16.633  31.224  6.355
C  15.873  31.317  5.044
O  15.696  32.838  4.974
C  16.230  33.510  5.920
O  16.262  34.749  5.980
O  16.934  32.596  6.735
H  17.569  30.818  6.389
H  15.980  30.737  7.075
H  15.056  30.841  5.010
H  16.405  30.801  4.256

Atomic forces in eV per Å
C 0.68 -1.90 3.32
N -1.01 0.56 -2.16
C -3.01 -0.61 0.68
C 0.66 0.98 -3.42
C -3.93 -0.54 3.14
C 8.04 -2.49 0.84
O -4.14 0.00 2.27
H 0.91 1.15 -0.72
H 1.18 -0.83 1.40
H -2.65 2.35 -2.41
H 0.76 -0.01 -1.43
H 0.34 2.80 1.99
H 2.45 -1.92 -1.48
H -0.08 -1.52 -1.34
H -0.56 2.09 2.40
H 0.97 -2.15 2.78
H 0.40 1.48 -2.68
H 0.53 -1.85 -0.06
H -2.58 0.10 1.02
H -1.88 0.93 -1.50
H 2.85 1.29 -2.98
N -1.17 -1.68 -4.29
O 1.18 0.77 1.45
O 0.54 -0.43 1.87
O -0.53 1.16 1.00
O -0.41 0.22 1.02
S -0.46 0.62 -4.03
O 0.61 0.17 2.36
O -0.01 -1.84 2.03
C -0.36 -0.45 -4.27
C 0.27 -0.32 -1.63
C -1.00 0.18 -0.37
H 0.87 0.55 1.15
H 0.97 -0.59 0.91
H 0.61 0.91 2.02
H -0.78 0.95 -0.71
H -1.28 -0.23 1.35
H -0.46 0.37 -1.10
H 2.06 -1.15 0.57
H -0.49 0.84 0.78
O 1.79 0.64 -0.19
S -5.24 1.94 -0.22
O 2.18 -0.54 -0.29
O 0.26 -0.37 -0.01
C -1.04 2.55 -0.75
C 1.99 -3.06 2.08
C 4.05 -0.19 2.01
H -0.05 -1.92 -0.68
H 0.24 -0.43 0.78
H 0.34 1.55 -1.07
H -1.63 0.39 -1.29
H -0.20 0.50 0.58
H -1.14 0.46 0.35
H -0.80 -0.51 -1.73
H -0.80 -0.92 0.45
O 0.70 -0.31 -2.16
S -2.86 4.06 2.58
O 0.34 -1.06 0.52
O 0.69 -1.00 -1.38
C 0.73 1.09 0.88
C 0.68 -1.38 -4.66
C -1.53 -3.84 0.37
H -0.41 1.46 -0.98
H 0.75 -3.11 1.70
H -2.35 0.05 0.80
H 0.17 -0.83 2.61
H -0.06 1.73 0.43
H 2.03 3.19 0.06
H 0.62 -0.15 0.83
H 0.57 0.19 -1.74
C -0.46 -0.56 1.25
C 3.55 3.39 0.78
O 0.26 -1.62 -0.40
C -3.37 -1.36 -1.31
O 2.19 3.61 1.07
O 0.94 0.53 0.54
H -0.18 -1.23 -0.46
H -0.74 -1.14 -0.58
H -0.73 0.51 -2.69
H -1.69 -2.09 2.01
C -0.49 -2.52 0.20
C 1.79 0.28 -1.56
O -1.52 0.72 3.22
C 1.37 -2.28 -4.33
O 0.34 1.35 1.19
O -0.87 0.95 -0.37
H -0.60 1.46 0.46
H 1.06 0.89 0.46
H -0.64 -0.50 -0.02
H -0.43 -0.39 0.95
C 7.31 2.99 3.65
C -1.14 0.92 2.41
O 5.74 -6.53 -4.07
C -3.24 10.03 -0.39
O -0.10 -3.50 1.32
O -3.10 0.02 3.24
H 0.13 -0.06 1.50
H -6.99 -2.62 -7.23
H 0.55 -0.27 -1.01
H 0.95 -1.01 0.49
C -2.08 2.05 0.70
C 6.67 4.68 0.84
O -2.06 -3.34 -3.43
C 2.69 2.68 1.82
O -0.20 -4.20 0.40
O -1.18 1.08 0.10
H 2.23 -1.79 -0.45
H 0.10 0.15 0.53
H -6.93 -2.65 0.44
H 0.80 1.21 -0.89

Max |F| (Eh/bohr): 0.2051
Frontier orbital gap (eV): 8.87
DFT total energy (eV): -114492.1746

=====

(3)
Here is an isolated molecule of C7H12N2O5 in a non-equilibrium geometry from OMol25. Energies are from ωB97M-V with the def2-TZVPD basis set.

Element x y z (Å)
C  -0.214  -2.842  0.116
C  0.694  -1.561  0.335
C  0.428  -3.767  -0.838
C  0.816  0.850  0.194
C  0.109  1.555  1.421
C  0.898  1.812  -1.015
C  -0.458  1.885  -1.675
H  -1.985  -1.917  0.521
H  -2.283  -3.207  -0.125
H  -0.149  -3.516  1.081
H  1.378  -4.076  -0.302
H  0.136  -4.773  -1.231
H  0.414  -3.232  -1.791
H  -0.677  -0.584  -0.612
H  1.965  0.631  0.384
H  1.221  2.782  -0.633
H  1.599  1.264  -1.775
H  -2.038  2.530  -1.219
H  0.025  -0.217  2.426
N  -1.628  -2.437  -0.239
N  0.130  -0.408  0.023
O  1.760  -1.595  1.027
O  -0.033  2.782  1.617
O  -0.843  1.448  -2.743
O  -1.233  2.417  -0.744
O  0.004  0.778  2.539

Atomic forces in eV per Å
C -1.42 -1.40 2.58
C 2.37 -1.87 3.56
C 1.69 -1.21 -1.64
C 1.05 1.06 0.78
C 2.02 3.17 2.36
C 0.96 -2.71 -2.08
C 1.07 -0.73 -0.22
H -0.11 1.42 1.04
H 0.56 -0.65 -0.80
H -0.38 2.07 -0.96
H -0.29 1.04 -1.43
H -1.31 0.65 1.33
H 1.37 0.11 -0.20
H 0.57 1.00 0.46
H -2.63 0.22 0.51
H 0.11 -0.17 -0.33
H -0.93 1.55 1.36
H -1.94 0.33 -0.20
H 0.30 1.69 -0.37
N 1.11 -0.76 0.00
N -1.22 -0.07 -2.38
O -2.50 -0.57 -2.14
O 0.38 -4.04 -1.42
O 0.53 0.69 1.13
O -0.66 0.42 -0.29
O -0.68 -1.25 -0.63

Max |F| (Eh/bohr): 0.0908
Frontier orbital gap (eV): 10.53
SMILES: C[C@H](N)C(=O)N[C@@H](CC(=O)O)C(=O)O
DFT total energy (eV): -20670.2868

=====

(4)
Here is an isolated molecule of C4H8OS in a non-equilibrium geometry from OMol25. Energies are from ωB97M-V with the def2-TZVPD basis set.

Element x y z (Å)
C  1.771  -1.052  1.756
C  0.518  -0.738  1.391
C  -1.552  1.111  -0.901
C  -0.583  -0.070  -0.717
O  0.476  0.142  0.358
S  0.427  -0.135  -2.156
H  1.991  -1.615  2.669
H  2.638  -0.564  1.305
H  -0.445  -1.049  1.806
H  -2.357  1.213  -0.091
H  -0.820  1.884  -1.137
H  -2.063  0.979  -1.799
H  -0.983  -1.070  -0.697
H  0.982  0.965  -1.787

Atomic forces in eV per Å
C -0.53 -0.12 1.38
C 1.53 -0.05 -0.37
C 0.45 -0.83 2.39
C 1.15 0.36 0.88
O -2.82 0.51 -1.31
S 0.16 -1.42 -1.68
H -0.32 0.02 -0.42
H -0.51 -0.25 -0.22
H 0.48 -0.16 0.04
H 1.65 0.39 -0.83
H -0.74 0.93 0.83
H -0.93 -0.52 -1.53
H -0.57 -0.29 0.81
H 1.01 1.41 0.03

Max |F| (Eh/bohr): 0.0613
Frontier orbital gap (eV): 9.69
SMILES: C=CO[C@@H](C)S
DFT total energy (eV): -17158.2814

=====

Ordered energy relative to the best compared isomer or geometry (same formula, charge and spin) results: 71.4 28.2 58.7 50.0; unit kcal/mol.